DFT (ωB97M-V with the def2-TZVPD basis set) results for 13 unconnected molecules or ions with the total composition C75H150F21N6O17 in a non-equilibrium geometry.

For the calculated total energy, the calculation gives -6651.67077 hartree. Its HOMO energy is -3.6419 eV. The calculation puts the frontier orbital gap at 0.1086 Ha. The total charge is -1. The value obtained for the LUMO energy is -0.7 eV. The calculation puts the largest force on an atom at 5.5 eV/Å.

Bonds (Å) are listed after each position.
Cartesian coordinates (Å):
1 C 5.40041 6.30642 8.17706  C2 1.524, H13 1.090, H14 1.090, H15 1.090
2 C 4.28761 5.33257 7.80995  C1 1.524, C3 1.539, H16 1.090, H17 1.090
3 C 4.56137 4.41820 6.60305  C2 1.539, C4 1.564, H18 1.090, H19 1.090
4 C 3.82669 3.04290 6.72852  C3 1.564, N5 1.553, H20 1.090, H21 1.090
5 N 4.21116 2.13086 5.53225  C4 1.553, C6 1.616, C9 1.552, C10 1.515
6 C 5.76227 1.73303 5.75038  N5 1.616, C7 1.541, H22 1.090, H23 1.090
7 C 5.81877 0.19391 5.79203  C6 1.541, C8 1.508, H24 1.090, H25 1.090
8 C 4.55649 -0.01414 6.59108  C7 1.508, C9 1.537, H26 1.090, H27 1.090
9 C 3.55678 0.73259 5.69410  N5 1.552, C8 1.537, H28 1.090, H29 1.090
10 C 4.00750 2.74614 4.16296  N5 1.515, C11 1.554, H30 1.090, H31 1.090
11 C 2.56350 3.29378 3.98616  C10 1.554, C12 1.497, H32 1.090, H33 1.090
12 C 2.20565 3.30709 2.53218  C11 1.497, H34 1.090, H35 1.090, H36 1.090
13 H 6.21534 5.65341 8.48942  C1 1.090
14 H 5.26057 6.88925 9.08747  C1 1.090
15 H 5.82296 6.87470 7.34843  C1 1.090
16 H 3.43482 5.88772 7.41922  C2 1.090
17 H 3.88136 4.70564 8.60368  C2 1.090
18 H 5.64635 4.35972 6.51646  C3 1.090
19 H 4.33311 4.99193 5.70482  C3 1.090
20 H 2.76821 3.24312 6.56227  C4 1.090
21 H 3.99659 2.48157 7.64728  C4 1.090
22 H 6.36159 2.22884 4.98677  C6 1.090
23 H 6.13228 2.16669 6.67942  C6 1.090
24 H 5.77586 -0.27122 4.80718  C7 1.090
25 H 6.69732 -0.18577 6.31365  C7 1.090
26 H 4.40223 -1.08878 6.68838  C8 1.090
27 H 4.62767 0.25727 7.64435  C8 1.090
28 H 3.49321 0.24424 4.72169  C9 1.090
29 H 2.55856 0.88503 6.10449  C9 1.090
30 H 4.21853 1.95562 3.44279  C10 1.090
31 H 4.70059 3.57632 4.02680  C10 1.090
32 H 2.42917 4.34245 4.25136  C11 1.090
33 H 1.82242 2.72216 4.54488  C11 1.090
34 H 3.01058 3.46068 1.81342  C12 1.090
35 H 1.51370 4.13411 2.37297  C12 1.090
36 H 1.71355 2.36334 2.29709  C12 1.090
37 C 0.44223 -1.10163 4.16850  C38 1.565, H49 1.090, H50 1.090, H51 1.090
38 C 0.26473 -1.78644 2.77249  C37 1.565, C39 1.525, H52 1.090, H53 1.090
39 C -0.32250 -0.75942 1.80993  C38 1.525, C40 1.559, H54 1.090, H55 1.090
40 C -0.30370 -1.32270 0.35677  C39 1.559, N41 1.583, H56 1.090, H57 1.090
41 N -0.88400 -0.41698 -0.80478  C40 1.583, C42 1.522, C45 1.576, C46 1.562
42 C -2.38712 -0.42211 -0.56816  N41 1.522, C43 1.530, H58 1.090, H59 1.090
43 C -3.05957 -0.93971 -1.84183  C42 1.530, C44 1.488, H60 1.090, H61 1.090
44 C -2.10437 -1.93807 -2.39413  C43 1.488, C45 1.517, H62 1.090, H63 1.090
45 C -0.82684 -1.14270 -2.20238  N41 1.576, C44 1.517, H64 1.090, H65 1.090
46 C -0.28755 1.02717 -0.80804  N41 1.562, C47 1.532, H66 1.090, H67 1.090
47 C 1.18056 1.00026 -1.24420  C46 1.532, C48 1.597, H68 1.090, H69 1.090
48 C 1.79437 2.47171 -1.33935  C47 1.597, H70 1.090, H71 1.090, H72 1.090
49 H -0.46288 -0.56698 4.45662  C37 1.090
50 H 1.24300 -0.36229 4.15229  C37 1.090
51 H 0.60821 -1.76687 5.01585  C37 1.090
52 H -0.36997 -2.67024 2.83688  C38 1.090
53 H 1.24437 -2.13665 2.44728  C38 1.090
54 H 0.24799 0.16905 1.83430  C39 1.090
55 H -1.34952 -0.52259 2.08786  C39 1.090
56 H -0.80573 -2.28107 0.22415  C40 1.090
57 H 0.75637 -1.43281 0.12818  C40 1.090
58 H -2.70266 0.56315 -0.22494  C42 1.090
59 H -2.78168 -1.04345 0.23580  C42 1.090
60 H -3.39918 -0.10986 -2.46158  C43 1.090
61 H -3.99772 -1.39375 -1.52272  C43 1.090
62 H -2.31080 -2.12835 -3.44736  C44 1.090
63 H -2.18828 -2.85569 -1.81187  C44 1.090
64 H -0.77803 -0.31767 -2.91304  C45 1.090
65 H -0.01230 -1.86584 -2.24330  C45 1.090
66 H -0.38571 1.59148 0.11935  C46 1.090
67 H -0.90606 1.52170 -1.55703  C46 1.090
68 H 1.30187 0.62980 -2.26211  C47 1.090
69 H 1.84875 0.39268 -0.63390  C47 1.090
70 H 1.43319 3.05113 -2.18900  C48 1.090
71 H 2.87640 2.34384 -1.36995  C48 1.090
72 H 1.67834 3.10720 -0.46140  C48 1.090
73 C 0.24149 -2.82832 -5.47654  C74 1.503, H85 1.090, H86 1.090, H87 1.090
74 C 1.62698 -2.89602 -4.89758  C73 1.503, C75 1.589, H88 1.090, H89 1.090
75 C 2.71575 -1.81833 -5.32072  C74 1.589, C76 1.601, H90 1.090, H91 1.090
76 C 3.54052 -2.10947 -6.66211  C75 1.601, N77 1.586, H92 1.090, H93 1.090
77 N 4.36887 -0.88428 -7.23390  C76 1.586, C78 1.542, C81 1.564, C82 1.563
78 C 5.02020 -1.29575 -8.56973  N77 1.542, C79 1.532, H94 1.090, H95 1.090
79 C 4.94134 -0.05666 -9.46769  C78 1.532, C80 1.494, H96 1.090, H97 1.090
80 C 3.55908 0.43222 -9.17991  C79 1.494, C81 1.483, H98 1.090, H99 1.090
81 C 3.41156 0.25561 -7.71468  N77 1.564, C80 1.483, H100 1.090, H101 1.090
82 C 5.45408 -0.30787 -6.26717  N77 1.563, C83 1.561, H102 1.090, H103 1.090
83 C 6.41505 -1.41172 -5.72494  C82 1.561, C84 1.498, H104 1.090, H105 1.090
84 C 7.78306 -0.92048 -5.36410  C83 1.498, H106 1.090, H107 1.090, H108 1.090
85 H 0.20513 -2.59272 -6.54015  C73 1.090
86 H -0.29941 -2.08256 -4.89397  C73 1.090
87 H -0.30691 -3.76718 -5.39981  C73 1.090
88 H 2.12937 -3.85066 -5.05371  C74 1.090
89 H 1.54386 -2.94912 -3.81205  C74 1.090
90 H 3.48596 -1.79369 -4.54983  C75 1.090
91 H 2.37350 -0.78598 -5.24838  C75 1.090
92 H 2.98093 -2.45868 -7.52988  C76 1.090
93 H 4.33078 -2.85513 -6.57500  C76 1.090
94 H 6.05247 -1.55472 -8.33418  C78 1.090
95 H 4.49895 -2.11309 -9.06809  C78 1.090
96 H 5.72493 0.67852 -9.28439  C79 1.090
97 H 5.19642 -0.31833 -10.49461  C79 1.090
98 H 3.51250 1.47208 -9.50337  C80 1.090
99 H 2.73535 -0.05492 -9.70172  C80 1.090
100 H 3.73635 1.16102 -7.20200  C81 1.090
101 H 2.36053 0.03207 -7.53168  C81 1.090
102 H 4.79754 0.25828 -5.60648  C82 1.090
103 H 6.03493 0.42839 -6.82274  C82 1.090
104 H 6.63189 -2.17494 -6.47232  C83 1.090
105 H 6.07863 -1.82721 -4.77505  C83 1.090
106 H 8.34198 -1.78202 -4.99879  C84 1.090
107 H 7.66113 -0.12822 -4.62549  C84 1.090
108 H 8.24145 -0.47924 -6.24914  C84 1.090
109 C -2.83136 -1.76136 8.36370  C110 1.505, H116 1.090, H117 1.090, H118 1.090
110 C -2.41220 -1.08582 7.08597  C109 1.505, O111 1.228, N112 1.613
111 O -2.11312 -1.77510 6.11525  C110 1.228
112 N -2.49282 0.52451 7.04918  C110 1.613, H113 1.010, H114 1.010, C115 1.511
113 H -3.09070 0.82527 7.80561  N112 1.010
114 H -1.61547 0.95431 7.30532  N112 1.010
115 C -3.01650 1.06057 5.73659  N112 1.511, H119 1.090, H120 1.090, H121 1.090
116 H -3.90887 -1.59839 8.38600  C109 1.090
117 H -2.30240 -1.27203 9.18154  C109 1.090
118 H -2.69379 -2.84177 8.40715  C109 1.090
119 H -2.48743 0.53529 4.94144  C115 1.090
120 H -2.73415 2.11096 5.66540  C115 1.090
121 H -4.08704 0.86360 5.67953  C115 1.090
122 C -6.61485 -0.38593 0.20556  C123 1.522, H129 1.090, H130 1.090, H131 1.090
123 C -6.50584 -0.82860 1.65818  C122 1.522, O124 1.242, N125 1.492
124 O -7.44531 -0.73373 2.46428  C123 1.242
125 N -5.11046 -1.07962 2.12268  C123 1.492, H126 1.010, H127 1.010, C128 1.584
126 H -4.57506 -1.66080 1.49365  N125 1.010
127 H -4.55526 -0.24573 1.99435  N125 1.010
128 C -5.04748 -1.57494 3.62608  N125 1.584, H132 1.090, H133 1.090, H134 1.090
129 H -6.40557 -1.29812 -0.35320  C122 1.090
130 H -5.88994 0.38624 -0.05203  C122 1.090
131 H -7.59604 0.05952 0.04139  C122 1.090
132 H -5.55570 -2.53163 3.50546  C128 1.090
133 H -5.51574 -0.82189 4.25992  C128 1.090
134 H -3.96414 -1.53991 3.74125  C128 1.090
135 C -7.92409 0.90317 -6.40492  C136 1.561, H145 1.090, H146 1.090, H147 1.090
136 C -7.81595 0.14340 -5.04560  C135 1.561, N137 1.604, H148 1.090, H149 1.090
137 N -6.40469 -0.57174 -4.77890  C136 1.604, C138 1.534, C139 1.570, C141 1.557
138 C -6.40486 -1.17175 -3.36761  N137 1.534, H150 1.090, H151 1.090, H152 1.090
139 C -6.21714 -1.63840 -5.91527  N137 1.570, C140 1.591, H153 1.090, H154 1.090
140 C -5.10095 -2.71402 -5.55778  C139 1.591, H155 1.090, H156 1.090, H157 1.090
141 C -5.28811 0.49626 -4.97405  N137 1.557, C142 1.574, H158 1.090, H159 1.090
142 C -5.37314 1.85055 -4.17593  C141 1.574, O143 1.421, H160 1.090, H161 1.090
143 O -5.04889 1.67332 -2.80379  C142 1.421, C144 1.436
144 C -5.62791 2.74017 -2.03605  O143 1.436, H162 1.090, H163 1.090, H164 1.090
145 H -7.82455 0.19557 -7.22801  C135 1.090
146 H -7.37077 1.84062 -6.46070  C135 1.090
147 H -8.88791 1.39132 -6.54939  C135 1.090
148 H -8.59563 -0.56024 -4.75391  C136 1.090
149 H -7.90027 0.92999 -4.29578  C136 1.090
150 H -7.23693 -1.87529 -3.33953  C138 1.090
151 H -6.63155 -0.39507 -2.63722  C138 1.090
152 H -5.46303 -1.70014 -3.21983  C138 1.090
153 H -6.20847 -1.13159 -6.88024  C139 1.090
154 H -7.13729 -2.21343 -5.81148  C139 1.090
155 H -5.05005 -3.46568 -6.34549  C140 1.090
156 H -5.30136 -3.32318 -4.67639  C140 1.090
157 H -4.12486 -2.24678 -5.42714  C140 1.090
158 H -5.25675 0.78682 -6.02414  C141 1.090
159 H -4.28124 0.08534 -4.90024  C141 1.090
160 H -6.32494 2.29620 -4.46502  C142 1.090
161 H -4.68933 2.57210 -4.62301  C142 1.090
162 H -5.64380 2.49965 -0.97303  C144 1.090
163 H -6.63196 3.04802 -2.32795  C144 1.090
164 H -4.94711 3.59042 -1.99507  C144 1.090
165 C 4.78291 3.11819 -4.30680  O166 1.422, O167 1.422, C168 1.599, H179 1.090
166 O 3.50518 2.53470 -4.52695  C165 1.422, C172 1.469
167 O 5.47164 2.94760 -5.53957  C165 1.422
168 C 4.84064 4.48761 -3.48294  C165 1.599, F169 1.369, F170 1.341, F171 1.333
169 F 4.26953 4.28279 -2.25609  C168 1.369
170 F 6.10609 4.81671 -3.18703  C168 1.341
171 F 4.25266 5.54349 -4.04557  C168 1.333
172 C 2.46787 3.16572 -5.35404  O166 1.469, C173 1.560, H177 1.090, H178 1.090
173 C 1.06798 2.49420 -5.19778  C172 1.560, H174 1.090, H175 1.090, H176 1.090
174 H 0.31837 2.68732 -5.96518  C173 1.090
175 H 1.04888 1.41402 -5.05304  C173 1.090
176 H 0.68263 2.89458 -4.26008  C173 1.090
177 H 2.68460 3.15884 -6.42225  C172 1.090
178 H 2.35671 4.22737 -5.13348  C172 1.090
179 H 5.16185 2.31333 -3.67695  C165 1.090
180 C 1.28157 -4.96991 7.96529  O181 1.410, O182 1.395, C183 1.596, H194 1.090
181 O 0.13417 -5.34437 7.23633  C180 1.410, C187 1.464
182 O 1.09329 -5.12756 9.33828  C180 1.395
183 C 2.52521 -5.77466 7.37108  C180 1.596, F184 1.307, F185 1.279, F186 1.366
184 F 2.29608 -7.05875 7.45281  C183 1.307
185 F 2.91613 -5.43293 6.20168  C183 1.279
186 F 3.65648 -5.56616 8.10781  C183 1.366
187 C -0.18483 -4.62692 6.00093  O181 1.464, C188 1.534, H192 1.090, H193 1.090
188 C -1.24879 -5.47342 5.29163  C187 1.534, H189 1.090, H190 1.090, H191 1.090
189 H -1.31892 -5.26381 4.22427  C188 1.090
190 H -1.01985 -6.53846 5.25447  C188 1.090
191 H -2.18696 -5.32552 5.82645  C188 1.090
192 H 0.62700 -4.58417 5.27485  C187 1.090
193 H -0.40894 -3.57250 6.16244  C187 1.090
194 H 1.46493 -3.91735 7.74936  C180 1.090
195 C -3.05848 -4.34745 1.39102  O196 1.453, O197 1.435, C198 1.577, H209 1.090
196 O -2.12928 -4.74747 0.34820  C195 1.453, C202 1.388
197 O -3.78690 -3.26724 0.78861  C195 1.435
198 C -3.86377 -5.56506 1.98786  C195 1.577, F199 1.365, F200 1.317, F201 1.312
199 F -5.18283 -5.21329 1.96364  C198 1.365
200 F -3.80173 -6.65619 1.25299  C198 1.317
201 F -3.53358 -5.96386 3.19339  C198 1.312
202 C -0.80395 -5.07709 0.59578  O196 1.388, C203 1.511, H207 1.090, H208 1.090
203 C -0.14316 -5.08571 -0.76337  C202 1.511, H204 1.090, H205 1.090, H206 1.090
204 H -0.63379 -5.71816 -1.50322  C203 1.090
205 H -0.05660 -4.10506 -1.23129  C203 1.090
206 H 0.90545 -5.38149 -0.73129  C203 1.090
207 H -0.71654 -6.09752 0.96883  C202 1.090
208 H -0.23878 -4.51924 1.34243  C202 1.090
209 H -2.46147 -3.87422 2.17059  C195 1.090
210 C 1.96614 7.71095 1.73434  O211 1.390, O212 1.406, C213 1.615, H224 1.090
211 O 2.85083 8.34969 2.59479  C210 1.390, C217 1.420
212 O 1.30543 8.73109 1.02821  C210 1.406
213 C 2.67476 6.55561 0.85664  C210 1.615, F214 1.326, F215 1.349, F216 1.302
214 F 1.80644 5.83091 0.16503  C213 1.326
215 F 3.57217 6.91959 -0.08306  C213 1.349
216 F 3.37898 5.75569 1.60428  C213 1.302
217 C 3.10583 7.95180 3.93373  O211 1.420, C218 1.522, H222 1.090, H223 1.090
218 C 4.18940 8.83008 4.54165  C217 1.522, H219 1.090, H220 1.090, H221 1.090
219 H 3.79043 9.82730 4.72733  C218 1.090
220 H 4.50664 8.43963 5.50861  C218 1.090
221 H 5.02780 8.86752 3.84610  C218 1.090
222 H 3.47801 6.93282 4.03986  C217 1.090
223 H 2.18760 7.99184 4.51970  C217 1.090
224 H 1.22546 7.19543 2.34569  C210 1.090
225 C -3.96300 2.74301 1.96523  O226 1.417, O227 1.408, C228 1.566, H239 1.090
226 O -5.31342 2.58357 1.56555  C225 1.417, C232 1.417
227 O -3.58969 1.47547 2.45068  C225 1.408
228 C -2.92334 3.52654 1.09572  C225 1.566, F229 1.359, F230 1.327, F231 1.394
229 F -1.69523 3.59379 1.67431  C228 1.359
230 F -2.68140 2.99749 -0.09726  C228 1.327
231 F -3.38211 4.80818 0.79453  C228 1.394
232 C -6.13934 3.72725 1.42851  O226 1.417, C233 1.502, H237 1.090, H238 1.090
233 C -7.50781 3.29005 0.99048  C232 1.502, H234 1.090, H235 1.090, H236 1.090
234 H -8.21316 4.12079 0.96913  C233 1.090
235 H -7.49864 2.74112 0.04884  C233 1.090
236 H -7.89242 2.55759 1.70019  C233 1.090
237 H -5.86437 4.57439 0.80015  C232 1.090
238 H -6.32865 4.05002 2.45228  C232 1.090
239 H -3.96923 3.33019 2.88353  C225 1.090
240 C -3.30079 -6.86866 -4.09162  O241 1.459, O242 1.445, C243 1.632, H254 1.090
241 O -4.37000 -6.32237 -3.26189  C240 1.459, C247 1.460
242 O -3.86722 -8.10434 -4.58254  C240 1.445
243 C -2.85704 -5.74368 -5.18779  C240 1.632, F244 1.382, F245 1.332, F246 1.338
244 F -3.92054 -5.39031 -5.99610  C243 1.382
245 F -2.49212 -4.64465 -4.52968  C243 1.332
246 F -1.85622 -6.00659 -6.03552  C243 1.338
247 C -4.11786 -5.59513 -2.02083  O241 1.460, C248 1.508, H252 1.090, H253 1.090
248 C -5.46657 -4.96945 -1.76872  C247 1.508, H249 1.090, H250 1.090, H251 1.090
249 H -5.42623 -4.35225 -0.87121  C248 1.090
250 H -5.84224 -4.32183 -2.56093  C248 1.090
251 H -6.09542 -5.83427 -1.55722  C248 1.090
252 H -3.41915 -4.75873 -2.03902  C247 1.090
253 H -3.77831 -6.26568 -1.23142  C247 1.090
254 H -2.43928 -7.14882 -3.48548  C240 1.090
255 C 5.53612 -0.64684 1.55289  O256 1.379, O257 1.405, C258 1.615, H269 1.090
256 O 5.50478 -0.15096 0.26701  C255 1.379, C262 1.472
257 O 6.11904 0.40078 2.28612  C255 1.405
258 C 4.08359 -1.19765 1.99409  C255 1.615, F259 1.296, F260 1.348, F261 1.354
259 F 4.01189 -1.55255 3.23895  C258 1.296
260 F 3.13870 -0.24227 1.88659  C258 1.348
261 F 3.66306 -2.25805 1.26394  C258 1.354
262 C 5.59926 -1.05436 -0.89092  O256 1.472, C263 1.464, H267 1.090, H268 1.090
263 C 5.27254 -0.27217 -2.08471  C262 1.464, H264 1.090, H265 1.090, H266 1.090
264 H 4.20857 -0.04998 -2.00287  C263 1.090
265 H 5.86371 0.61557 -2.30953  C263 1.090
266 H 5.44683 -0.98985 -2.88637  C263 1.090
267 H 4.97811 -1.92897 -0.69769  C262 1.090
268 H 6.62588 -1.39976 -1.01278  C262 1.090
269 H 6.23966 -1.47458 1.64232  C255 1.090

These are the Löwdin partial charges, in e, on atoms 1 to 2: C -0.097; C -0.260